Entry from the OMol25 dataset: a cluster of 6 separate species, C33H55F2N4O25PS5 in total in a non-equilibrium geometry (ωB97M-V with the def2-TZVPD basis set).

Summary:
**E_LUMO**: 0.05 eV
**HOMO energy**: -8.10 eV
**E_tot**: -5922.41434 a.u.
**Total charge**: 0
**Orbital gap**: 0.29958 Ha
**SMILES string**: CCCCNc1nc2c(P(=N)(O)O)c(CCOC(=O)CC)c(OCCCC)c(CCF)c2nc1F.O=S1(=O)OCCO1.O=S1(=O)OCCO1.O=S1(=O)OCCO1.O=S1(=O)OCCO1.O=S1(=O)OCCO1

Geometry as XYZ:
```
125
Properties=species:S:1:pos:R:3:forces:R:3
C -4.93378 -6.24269 -0.89195 0.0 0.6 -0.8
C -3.55725 -6.35508 -1.59732 -1.3 0.0 0.3
C -3.77715 -6.25892 -3.11416 0.0 -0.2 0.4
C -2.70814 -6.94857 -3.94931 -0.1 -0.1 -0.2
N -1.35331 -6.37574 -3.85124 -0.2 0.0 0.0
C -1.24315 -5.02483 -3.60411 0.1 -0.3 0.1
N -0.61594 -4.59482 -2.55063 0.0 0.4 -0.4
C -0.50780 -3.23709 -2.39030 0.1 -0.4 0.1
C 0.19888 -2.73173 -1.26151 0.9 0.0 -0.3
P 0.96707 -3.90213 -0.07477 -1.6 -0.9 0.9
N -0.05735 -4.28935 1.02544 0.6 0.5 0.1
O 2.31149 -3.26642 0.52489 -0.1 0.0 -0.7
O 1.41725 -5.22081 -0.86312 0.6 0.7 -0.3
C 0.30141 -1.36029 -1.08411 -0.1 0.6 -0.1
C 1.02663 -0.65636 0.03623 0.4 -0.3 0.3
C 0.42271 -0.86334 1.42544 0.3 0.7 -0.4
O 1.24614 -0.12089 2.35345 -0.5 -1.1 0.2
C 1.89763 -0.94590 3.23138 0.8 0.0 0.2
O 2.94716 -1.47346 2.96401 -0.6 0.3 -0.1
C 1.22797 -1.11738 4.58252 -0.2 -0.6 -0.5
C 0.98983 -2.62346 4.84514 -0.2 0.5 -0.2
C -0.33619 -0.49152 -2.02249 -0.1 -0.5 0.1
O -0.28146 0.87011 -1.83915 -0.2 -0.1 0.1
C -1.40829 1.37893 -1.10507 -0.1 0.6 0.3
C -0.97063 2.29096 0.03931 -0.3 -0.1 0.0
C -2.09977 2.43756 1.08871 0.7 0.1 -0.2
C -1.57799 2.32522 2.54093 -0.5 -0.1 -0.3
C -1.01366 -0.97842 -3.10849 0.0 0.5 -0.7
C -1.68541 -0.03050 -4.07209 -0.9 -0.5 0.2
C -3.21436 -0.02583 -3.82608 0.3 -0.1 0.8
F -3.90362 -0.70586 -4.81342 -0.1 0.3 -0.2
C -1.09624 -2.36821 -3.32063 0.1 0.6 0.3
N -1.75507 -2.82055 -4.43880 0.4 -0.3 0.5
C -1.78545 -4.08520 -4.54104 -0.4 -0.1 -0.4
F -2.38285 -4.60122 -5.62571 0.0 -0.1 -0.1
H -5.44642 -7.20226 -0.84044 0.1 0.0 0.3
H -4.87358 -5.73640 0.06886 0.0 -0.4 0.2
H -5.56766 -5.60605 -1.51957 -0.1 0.1 0.1
H -3.16513 -7.34208 -1.34721 0.5 0.2 0.1
H -2.95395 -5.54128 -1.19979 0.5 -0.3 -0.2
H -3.94895 -5.21138 -3.37815 0.1 0.0 -0.2
H -4.71901 -6.77464 -3.32869 0.0 0.0 -0.1
H -3.02599 -7.02534 -4.98973 0.1 0.1 0.0
H -2.63829 -7.97333 -3.58041 0.1 0.0 -0.1
H -0.74127 -6.90888 -3.25216 -0.1 0.1 0.2
H 0.31710 -4.06209 1.94245 -0.3 -0.3 0.1
H 2.96570 -3.11533 -0.17097 0.2 0.1 0.2
H 1.61463 -5.04410 -1.79263 -0.2 -0.2 -0.1
H 2.08018 -0.93329 0.09331 -0.1 -0.2 0.0
H 1.02847 0.41043 -0.14819 0.0 0.0 -0.1
H 0.37140 -1.91422 1.69638 -0.2 0.0 0.0
H -0.56057 -0.38741 1.44662 -0.2 -0.3 0.2
H 1.87030 -0.68787 5.34981 0.0 0.1 -0.1
H 0.25957 -0.62060 4.56059 0.1 0.3 0.2
H 1.76923 -3.23393 4.39479 0.2 0.0 0.2
H 0.04417 -2.89976 4.37476 0.0 -0.2 0.1
H 0.91576 -2.79158 5.91720 0.0 -0.3 0.0
H -2.06828 1.94891 -1.77008 0.1 -0.1 -0.2
H -2.01437 0.56565 -0.69652 0.2 -0.2 0.0
H -0.06931 1.88087 0.49131 0.0 0.0 0.1
H -0.71722 3.28935 -0.32086 0.2 -0.1 -0.2
H -2.58201 3.39662 0.89775 -0.1 0.0 0.2
H -2.86142 1.67666 0.92759 0.3 0.1 -0.2
H -1.89321 3.19135 3.12079 0.2 0.0 0.2
H -0.49672 2.20412 2.58891 0.0 0.2 0.0
H -2.01869 1.43458 2.99363 0.0 0.1 0.2
H -1.31029 0.97826 -3.93496 0.2 0.0 -0.2
H -1.56676 -0.38797 -5.09409 0.2 0.2 0.0
H -3.59894 0.98918 -3.70605 -0.1 0.0 -0.5
H -3.43206 -0.53559 -2.88273 0.0 -0.1 0.0
O -0.25701 -8.59641 -6.60872 0.1 -0.2 0.0
S -1.19668 -8.99745 -7.59163 -0.1 0.3 -0.1
O -1.54887 -10.35666 -7.78311 0.0 -0.1 0.2
O -0.75217 -8.36097 -8.99180 0.0 0.2 0.2
C -1.80433 -7.54629 -9.52580 -0.3 -0.1 -0.2
C -2.54340 -7.03504 -8.30666 0.3 0.4 0.1
O -2.54166 -8.15016 -7.40387 -0.1 -0.2 -0.3
H -2.44373 -8.17478 -10.14870 0.0 0.0 0.0
H -1.38588 -6.74481 -10.12810 0.2 -0.1 0.1
H -3.56298 -6.73237 -8.52688 -0.1 -0.2 0.1
H -2.01324 -6.20757 -7.83087 0.0 0.0 0.0
O -4.40357 0.62304 2.02699 0.0 0.0 -0.1
S -5.17112 1.81379 2.10023 -0.5 -0.1 0.4
O -5.30884 2.69922 1.00337 0.0 -0.2 -0.2
O -4.70743 2.63803 3.38948 0.0 -0.3 0.1
C -5.81569 2.84887 4.27373 -0.3 0.3 0.0
C -6.72119 1.65926 4.03478 0.2 -0.3 0.3
O -6.63637 1.43214 2.62250 -0.1 0.4 0.0
H -6.30335 3.78543 3.99692 0.0 0.0 0.0
H -5.46630 2.91146 5.30053 0.2 -0.1 -0.1
H -7.75104 1.84846 4.32325 -0.1 0.0 -0.2
H -6.35629 0.76769 4.54893 0.0 0.0 0.0
O 4.40783 1.47805 3.17450 -0.1 -0.1 0.0
S 3.59400 2.33925 2.39328 0.1 0.3 -0.1
O 2.20693 2.10196 2.23258 0.3 0.7 0.1
O 4.27506 2.50878 0.95485 0.2 0.0 0.2
C 4.53380 3.89564 0.68689 -0.3 0.3 -0.1
C 4.75689 4.51236 2.05061 0.3 -0.3 -0.2
O 3.80342 3.84714 2.89560 -0.2 0.0 -0.2
H 3.65746 4.32013 0.19273 0.0 0.0 0.0
H 5.39881 3.99519 0.03693 0.0 -0.2 0.0
H 4.58594 5.57945 2.05928 -0.2 0.0 0.1
H 5.75649 4.29775 2.42701 0.0 0.0 0.0
O 5.98910 6.52887 3.48877 0.4 0.3 0.0
S 6.64786 7.17639 4.57082 -0.1 -0.2 0.4
O 7.45879 8.32097 4.36182 -0.1 0.1 -0.3
O 7.46572 6.08361 5.38980 -0.2 -0.1 -0.1
C 7.04084 6.06628 6.76273 0.1 0.2 0.3
C 5.59163 6.50139 6.71073 -0.2 -0.4 -0.1
O 5.56831 7.51705 5.69270 0.3 0.1 0.1
H 7.65493 6.77484 7.32074 0.0 0.0 0.0
H 7.16544 5.07114 7.17935 0.1 -0.1 -0.2
H 5.23722 6.90676 7.65349 0.0 0.2 -0.1
H 4.93817 5.68578 6.39563 0.0 0.0 0.0
O 2.72110 8.54354 -0.87096 -0.1 0.0 0.0
S 2.69352 8.74633 0.53226 0.2 0.1 0.1
O 1.55989 8.40498 1.31042 0.0 -0.1 -0.1
O 3.10929 10.26368 0.82774 0.1 -0.1 -0.2
C 4.25114 10.31023 1.69593 -0.1 -0.1 0.4
C 5.00499 9.03555 1.39199 0.4 0.2 -0.3
O 3.98048 8.05235 1.18843 -0.2 0.1 0.3
H 3.89772 10.33004 2.72869 0.0 0.0 0.0
H 4.83841 11.20225 1.49782 -0.1 0.0 -0.2
H 5.66324 8.73509 2.20024 -0.1 -0.2 0.0
H 5.58099 9.12549 0.46857 0.0 0.0 0.0
```
Forces are in eV/Å.



Entry from the OMol25 dataset: a cluster of 4 separate species, C5H16O3 in total in a non-equilibrium geometry (ωB97M-V with the def2-TZVPD basis set).

Summary:
**E_LUMO**: 0.45 eV
**HOMO energy**: -9.30 eV
**E_tot**: -425.67452 a.u.
**Total charge**: 0
**Orbital gap**: 0.35843 Ha
**SMILES string**: C=CCCC.O.O.O

Geometry as XYZ:
```
24
Properties=species:S:1:pos:R:3:forces:R:3
C 0.30271 1.15434 1.03147 -0.8 1.3 3.4
C -0.92138 0.58235 1.15716 0.6 3.1 -1.2
C -1.29366 -0.73084 0.58752 -4.0 1.1 -3.0
C -0.36844 -1.87275 0.62689 1.3 -1.5 -0.2
C 0.11709 -2.03787 2.07191 0.7 1.0 0.0
H 1.30611 0.80968 1.11302 0.4 -1.8 -1.3
H 0.49555 2.12288 1.53853 -1.1 0.1 -0.7
H -1.82145 1.33427 1.45525 2.2 -2.0 -0.7
H -2.37781 -0.75530 1.02285 1.7 -1.5 -0.8
H -1.44739 -0.70273 -0.62004 -0.3 0.9 2.5
H 0.49252 -1.70393 -0.16333 -1.6 -0.3 1.7
H -0.90660 -2.81937 0.29291 0.6 1.2 0.3
H 1.18198 -1.90464 2.13608 0.7 0.5 0.0
H -0.32115 -1.26014 2.77290 0.2 -1.4 -0.7
H 0.04392 -3.05495 2.35855 -0.8 -0.9 0.9
O -0.83648 2.69041 -1.96575 -5.0 -1.2 3.8
H -1.08891 1.75282 -1.58304 1.3 2.1 -1.3
H -1.65348 3.11950 -1.36933 3.3 -0.8 -2.6
O 1.22020 -0.85769 -2.57925 -0.4 -1.6 -0.9
H 2.10618 -0.96370 -2.26017 0.8 -0.4 0.0
H 1.00254 -0.06742 -2.11577 -0.4 1.0 0.6
O 1.47940 1.47371 -1.57178 -3.5 0.5 -2.4
H 2.32194 1.85007 -1.51743 1.9 1.1 -0.3
H 0.96660 1.84128 -2.41915 2.1 -0.6 2.9
```
Forces are in eV/Å.



Entry from the OMol25 dataset: an isolated molecule of C5H8N2O in a non-equilibrium geometry (ωB97M-V with the def2-TZVPD basis set).

Summary:
**E_LUMO**: 0.86 eV
**HOMO energy**: -8.66 eV
**E_tot**: -379.96775 a.u.
**Total charge**: 0
**Orbital gap**: 0.34961 Ha
**SMILES string**: CN1CC=CN1C=O

Geometry as XYZ:
```
16
Properties=species:S:1:pos:R:3:forces:R:3
C -1.33266 -1.41979 -0.64350 -2.7 1.3 -0.5
N -0.66782 -0.75955 0.48783 -3.0 0.3 0.8
C -1.56896 0.48430 0.80812 -1.4 -3.1 -3.1
C -1.04677 1.45924 -0.18405 1.4 1.4 -0.4
C 0.20816 1.10762 -0.56638 -4.7 0.6 1.4
N 0.43028 -0.10598 0.07414 5.4 1.0 -1.6
C 1.72330 -0.51268 0.26403 1.3 -1.1 -0.8
O 2.75382 0.12276 0.00867 -2.2 -0.6 0.5
H -2.29122 -1.84509 -0.33824 0.5 -0.8 0.9
H -0.77586 -2.15040 -1.17327 0.8 -0.4 -0.3
H -1.87216 -0.68316 -1.33264 1.7 -0.4 0.1
H -1.54967 0.63465 1.84043 0.0 0.8 1.6
H -2.59408 0.15455 0.40590 1.1 0.6 1.4
H -1.62487 2.29010 -0.59607 0.3 -0.3 0.3
H 0.69348 1.56728 -1.36692 1.5 0.2 -0.7
H 1.74823 -1.60348 0.48836 0.1 0.5 0.5
```
Forces are in eV/Å.